{
  "formula": "C52H44N5O5PS3V",
  "method": "the ωB97M-V functional and the def2-TZVPD basis",
  "gap_ev": [6.299, 6.683],
  "homo_energy_ev": [-6.1307, -7.0595],
  "multiplicity": 4,
  "total_energy_ev": -139809.6903,
  "charge": 0,
  "symbols": ["V", "S", "C", "N", "C", "C", "N", "C", "C", "C", "C", "C", "C", "C", "C", "S", "C", "C", "C", "C", "C", "C", "C", "H", "H", "H", "H", "H", "H", "H", "H", "H", "H", "H", "H", "H", "H", "H", "H", "H", "H", "O", "S", "O", "O", "C", "C", "C", "C", "C", "C", "P", "C", "C", "C", "C", "C", "C", "C", "C", "C", "C", "C", "C", "H", "H", "H", "H", "H", "H", "H", "H", "H", "H", "H", "H", "H", "H", "C", "O", "C", "C", "C", "C", "C", "C", "N", "N", "C", "C", "C", "C", "O", "C", "N", "C", "C", "C", "C", "H", "H", "H", "H", "H", "H", "H", "H", "H", "H", "H", "H"],
  "positions_angstrom": [[-0.1271, 0.1921, 0.0190], [2.0533, 0.6255, -1.1162], [2.6862, -0.7738, -1.8778], [3.9348, -0.8174, -2.3991], [4.4216, -2.1039, -2.8760], [3.3261, -2.8044, -3.6407], [2.1670, -2.9470, -2.7781], [1.3119, -4.1158, -2.9792], [1.9531, -5.3702, -2.4291], [2.3882, -6.3873, -3.2686], [3.0216, -7.5130, -2.7476], [3.2267, -7.6210, -1.3806], [2.7942, -6.6036, -0.5330], [2.1635, -5.4849, -1.0540], [1.8584, -1.9191, -1.9461], [0.4715, -1.9987, -0.9402], [4.7981, 0.3547, -2.5185], [4.6308, 1.0511, -3.8503], [3.6545, 2.0275, -4.0301], [3.4735, 2.6179, -5.2737], [4.2649, 2.2407, -6.3525], [5.2507, 1.2786, -6.1785], [5.4304, 0.6897, -4.9323], [4.7237, -2.7288, -2.0286], [5.2836, -1.9472, -3.5216], [3.6591, -3.7962, -3.9486], [3.0703, -2.2222, -4.5332], [1.1202, -4.2291, -4.0494], [0.3674, -3.9205, -2.4785], [2.2228, -6.3061, -4.3387], [3.3544, -8.3023, -3.4115], [3.7235, -8.4934, -0.9738], [2.9498, -6.6869, 0.5364], [1.8260, -4.6839, -0.4008], [5.8291, 0.0176, -2.4065], [4.5622, 1.0284, -1.6988], [3.0348, 2.3192, -3.1879], [2.7121, 3.3782, -5.4011], [4.1197, 2.6997, -7.3229], [5.8828, 0.9893, -7.0095], [6.2154, -0.0488, -4.7985], [-2.8678, 2.8136, -0.5012], [-2.4847, 1.4687, -0.2036], [-1.7409, 0.7722, -1.2966], [-1.7014, 1.2585, 1.0532], [-3.9064, 0.5134, 0.2121], [-5.1758, 1.0612, 0.2205], [-6.2033, 0.3462, 0.8208], [-5.9415, -0.8747, 1.4275], [-4.6596, -1.4136, 1.4179], [-3.6242, -0.7221, 0.8114], [-1.9331, -1.4338, 0.6114], [-2.4705, -2.7963, -0.5015], [-2.7172, -4.0914, -0.0652], [-3.1385, -5.0664, -0.9650], [-3.3335, -4.7454, -2.2987], [-3.1132, -3.4415, -2.7353], [-2.6787, -2.4739, -1.8449], [-1.5321, -2.2184, 2.2019], [-0.6147, -3.2682, 2.2574], [-0.1156, -3.6929, 3.4801], [-0.5158, -3.0672, 4.6548], [-1.4171, -2.0147, 4.6038], [-1.9164, -1.5861, 3.3821], [-5.3373, 2.0393, -0.2178], [-7.2055, 0.7563, 0.8410], [-6.7447, -1.4130, 1.9155], [-4.4639, -2.3657, 1.8972], [-2.5775, -4.3509, 0.9767], [-3.3134, -6.0784, -0.6179], [-3.6552, -5.5070, -2.9992], [-3.2769, -3.1812, -3.7747], [-2.4806, -1.4662, -2.1900], [-0.2718, -3.7362, 1.3425], [0.6002, -4.5059, 3.5145], [-0.1100, -3.3872, 5.6063], [-1.7233, -1.5169, 5.5156], [-2.5929, -0.7403, 3.3427], [-3.8151, 7.0472, -0.5974], [-3.6309, 5.9378, 0.2636], [-2.5898, 5.9926, 1.1326], [-1.7477, 7.0877, 1.2777], [-0.7262, 7.0467, 2.2248], [-0.4968, 5.9128, 2.9791], [-1.3588, 4.8215, 2.8305], [-2.3983, 4.8654, 1.9277], [0.5655, 5.9732, 3.9539], [1.2102, 4.9550, 4.2554], [1.1461, 3.7513, 3.4852], [1.3382, 2.5985, 4.1987], [1.2317, 1.3103, 3.6496], [0.9359, 1.1455, 2.3169], [0.7811, 0.0018, 1.7005], [0.7846, 2.3605, 1.5434], [0.4767, 2.1593, 0.2279], [0.3779, 3.1823, -0.5927], [0.6658, 4.4870, -0.1638], [0.9726, 4.7097, 1.1470], [0.9604, 3.6422, 2.0776], [-4.6752, 6.8121, -1.2168], [-2.9427, 7.2030, -1.2376], [-4.0162, 7.9622, -0.0348], [-1.8740, 7.9746, 0.6736], [-0.0698, 7.8993, 2.3607], [-1.2163, 3.9385, 3.4393], [-3.0661, 4.0216, 1.8050], [1.5276, 2.7175, 5.2604], [1.3616, 0.4299, 4.2675], [0.1012, 2.9610, -1.6141], [0.6402, 5.3045, -0.8720], [1.2408, 5.7085, 1.4689]],
  "forces_ev_per_angstrom": [[0.640, -0.486, -1.138], [0.317, 0.078, -0.234], [-0.299, -0.146, 0.070], [0.232, -0.102, -0.161], [-0.007, 0.146, 0.083], [-0.152, -0.050, -0.008], [0.005, -0.187, -0.103], [0.214, 0.039, 0.102], [0.100, 0.071, 0.019], [-0.033, -0.061, 0.035], [-0.028, 0.034, 0.013], [-0.021, 0.054, -0.011], [-0.006, -0.016, -0.046], [-0.020, 0.009, -0.009], [0.126, 0.181, 0.112], [-0.206, -0.280, -0.060], [-0.150, 0.002, -0.071], [0.082, -0.074, -0.095], [-0.041, 0.059, 0.017], [0.028, -0.032, -0.017], [0.006, -0.021, 0.055], [-0.037, -0.017, 0.060], [-0.008, 0.056, -0.047], [0.067, 0.001, 0.016], [0.001, 0.053, 0.004], [-0.022, -0.026, 0.019], [-0.015, -0.018, -0.061], [-0.007, 0.014, -0.026], [-0.091, 0.001, -0.037], [0.020, 0.004, 0.042], [-0.013, 0.041, 0.027], [-0.023, 0.026, -0.006], [-0.002, 0.006, -0.047], [0.041, -0.057, -0.038], [0.013, -0.007, 0.064], [0.028, 0.049, 0.054], [0.046, -0.040, -0.086], [0.021, -0.028, 0.003], [0.006, -0.002, 0.038], [-0.019, 0.011, 0.024], [-0.030, 0.029, 0.001], [-0.083, -0.071, 0.036], [-0.392, 0.104, -0.156], [-0.273, 0.464, 0.192], [0.005, 0.194, -0.571], [0.042, -0.218, 0.359], [0.085, -0.001, -0.166], [-0.060, -0.048, 0.054], [-0.047, 0.015, -0.029], [-0.039, 0.010, -0.013], [0.062, 0.262, -0.212], [-0.872, -1.246, 0.386], [0.108, 0.003, -0.006], [-0.018, -0.021, -0.013], [-0.002, 0.006, 0.019], [0.024, 0.049, -0.015], [-0.029, -0.022, 0.023], [0.008, -0.055, 0.037], [0.037, 0.261, 0.070], [0.013, -0.002, 0.035], [-0.045, 0.015, -0.011], [0.033, -0.008, -0.061], [-0.015, 0.002, -0.002], [-0.046, -0.008, 0.000], [0.009, -0.055, 0.048], [0.039, -0.017, -0.008], [0.028, 0.003, -0.011], [-0.025, -0.011, -0.041], [-0.001, -0.018, -0.033], [0.006, 0.053, -0.007], [-0.004, 0.036, 0.026], [0.026, -0.013, 0.046], [0.003, 0.015, -0.007], [0.018, 0.015, 0.016], [-0.033, 0.034, -0.008], [-0.024, -0.023, -0.013], [0.008, 0.007, -0.029], [0.006, -0.002, 0.026], [0.004, -0.084, 0.055], [-0.017, 0.125, -0.076], [0.008, 0.132, -0.114], [0.114, 0.057, 0.023], [-0.055, 0.096, -0.019], [-0.297, 0.291, 0.309], [-0.534, 0.191, 0.314], [0.048, -0.197, 0.250], [-0.640, -0.168, -0.021], [0.466, -0.002, -0.526], [0.274, -0.009, 0.128], [-0.093, -0.260, 0.302], [0.117, -0.095, 0.379], [-0.202, 0.154, -0.384], [0.313, 0.243, 1.016], [0.242, -0.079, -0.178], [0.094, 1.048, 0.440], [0.116, -0.124, 0.261], [0.007, -0.001, -0.099], [0.414, 0.030, -0.150], [0.390, -0.105, -0.239], [-0.016, -0.026, -0.007], [0.019, -0.013, 0.004], [-0.009, 0.007, 0.020], [-0.013, 0.011, 0.042], [-0.056, -0.001, -0.001], [-0.148, 0.036, -0.046], [0.052, 0.068, -0.002], [0.035, -0.070, -0.038], [0.020, 0.054, 0.002], [-0.050, -0.018, -0.053], [0.018, -0.050, -0.004], [0.065, -0.267, -0.107]]
}